(1)
DFT (the ωB97M-V functional and the def2-TZVPD basis) results for a molecular structure, C20H40LaNOP3S at a distorted geometry.

Highest occupied orbital energy ... -13.97 eV
ΔE to the lowest compared entry with this formula, charge and spin ... 0.0 kcal/mol
F_max ... 2.630 eV Å⁻¹
Charge ... +3

```
67
C20H40LaNOP3S | the OMol25 dataset | the ωB97M-V functional and the def2-TZVPD basis
La 0.097 -0.009 0.393
P 1.370 -0.770 -2.089
P 0.280 2.715 -0.808
P -0.887 -2.756 0.352
H -2.494 1.335 -0.762
C -2.515 0.544 0.014
C -2.301 0.784 1.350
H -2.088 1.785 1.759
C 0.359 -0.887 -3.604
C 2.730 0.280 -2.708
C 2.183 -2.402 -2.122
C -0.775 3.957 0.045
C 1.897 3.570 -0.790
C -0.224 3.027 -2.546
C -2.257 -3.010 1.546
C 0.297 -4.035 0.894
C -1.610 -3.557 -1.128
H -2.843 -0.442 -0.380
H -2.452 0.017 2.130
H 0.998 -1.156 -4.457
H -0.107 0.086 -3.800
H -0.415 -1.654 -3.482
H 3.218 -0.194 -3.572
H 3.459 0.389 -1.903
H 2.330 1.256 -2.996
H 2.769 -2.512 -3.045
H 1.420 -3.185 -2.071
H 2.855 -2.466 -1.262
H -0.745 4.922 -0.484
H -0.392 4.107 1.056
H -1.811 3.610 0.103
H 1.868 4.511 -1.360
H 2.659 2.917 -1.229
H 2.167 3.799 0.247
H -0.243 4.114 -2.735
H -1.230 2.624 -2.732
H 0.480 2.564 -3.258
H -2.630 -4.043 1.487
H -3.078 -2.316 1.333
H -1.905 -2.829 2.562
H -0.208 -5.006 1.019
H 0.739 -3.738 1.852
H 1.090 -4.143 0.142
H -2.046 -4.534 -0.857
H -0.845 -3.722 -1.906
H -2.408 -2.926 -1.547
C -3.041 -4.029 -5.287
C -3.811 -3.964 -6.472
C -5.195 -3.765 -6.359
C -5.803 -3.662 -5.098
C -5.038 -3.827 -3.935
C -3.665 -4.066 -4.031
O -1.669 -3.949 -5.274
H -1.351 -3.908 -6.187
H -3.338 -4.040 -7.457
H -5.807 -3.681 -7.265
H -6.880 -3.467 -5.014
H -5.499 -3.775 -2.944
H -3.052 -4.239 -3.143
S 4.108 -0.804 2.852
C 3.576 0.803 3.312
C 2.417 1.117 2.662
N 1.956 0.085 1.807
C 2.752 -1.024 1.839
H 4.096 1.436 4.017
H 1.835 2.048 2.742
H 2.596 -1.918 1.244
```

(2)
DFT (the ωB97M-V functional and the def2-TZVPD basis) results for a molecular structure, C27H46AuNO3PSe2Si3 at a distorted geometry.

Expectation value of S² ... 2.015
Highest occupied orbital energy (spin up / spin down) ... -10.08 / -11.36 eV
ΔE to the lowest compared entry with this formula, charge and spin ... 25.1 kcal/mol
F_max ... 1.604 eV Å⁻¹
Charge ... +1
2S+1 ... 3

```
84
C27H46AuNO3PSe2Si3 | the OMol25 dataset | the ωB97M-V functional and the def2-TZVPD basis
Au -0.992 -0.548 0.067
C -4.059 -1.111 -1.305
O -3.313 -0.594 -0.229
Si -3.899 0.074 1.202
C -5.081 -1.154 2.054
C -5.009 1.581 0.817
C -2.170 0.380 1.931
Si -1.568 2.194 1.913
C -1.631 2.791 0.086
C 0.228 2.474 2.477
C -2.669 3.251 3.059
Si -1.692 -0.697 3.442
C -2.932 -0.355 4.853
C 0.028 -0.414 4.208
C -1.677 -2.526 2.867
H -5.051 -1.424 -0.980
H -3.530 -1.974 -1.715
H -4.170 -0.350 -2.084
H -5.791 -1.555 1.335
H -5.662 -0.653 2.821
H -4.578 -1.994 2.515
H -5.695 1.348 0.007
H -4.460 2.471 0.534
H -5.614 1.831 1.683
H -0.684 2.590 -0.407
H -1.814 3.860 0.027
H -2.409 2.287 -0.477
H 0.850 1.609 2.266
H 0.298 2.679 3.538
H 0.659 3.323 1.956
H -3.727 3.129 2.859
H -2.424 4.304 2.950
H -2.496 2.985 4.096
H -2.793 0.644 5.251
H -2.769 -1.055 5.667
H -3.963 -0.443 4.534
H 0.096 0.519 4.754
H 0.809 -0.417 3.451
H 0.251 -1.214 4.909
H -2.514 -2.767 2.222
H -1.701 -3.199 3.719
H -0.766 -2.733 2.311
Se 1.703 -2.470 -2.385
P 2.655 -1.481 -0.712
Se 1.351 -0.629 0.831
C 3.751 -2.660 0.151
C 3.741 -2.770 1.534
C 4.575 -3.681 2.157
C 5.419 -4.473 1.398
C 5.432 -4.360 0.016
C 4.594 -3.459 -0.613
C 3.702 -0.112 -1.334
C 4.361 -0.260 -2.548
C 5.067 0.806 -3.074
C 5.112 2.013 -2.393
C 4.480 2.147 -1.169
C 3.779 1.083 -0.634
H 3.084 -2.151 2.132
H 4.562 -3.770 3.233
H 6.070 -5.181 1.887
H 6.094 -4.980 -0.567
H 4.583 -3.380 -1.691
H 4.313 -1.199 -3.084
H 5.573 0.703 -4.022
H 5.635 2.853 -2.823
H 4.523 3.084 -0.636
H 3.285 1.184 0.324
O -1.309 -1.251 -4.412
C -1.005 -0.627 -3.311
O -0.819 -1.217 -2.262
C -0.828 0.890 -3.474
N -1.050 1.201 -4.883
C 0.229 1.584 -5.500
C 1.302 1.084 -4.532
C 0.637 1.247 -3.169
H -1.511 1.399 -2.788
H -1.767 1.896 -5.042
H -1.378 -0.542 -5.117
H 0.305 2.669 -5.629
H 0.309 1.114 -6.483
H 2.226 1.652 -4.616
H 1.522 0.032 -4.716
H 0.715 2.276 -2.817
H 1.065 0.593 -2.409
```

(3)
DFT (the ωB97M-V functional and the def2-TZVPD basis) results for a molecular structure, H11Na3O6 at a distorted geometry.

Highest occupied orbital energy ... -16.20 eV
ΔE to the lowest compared entry with this formula, charge and spin ... 701.2 kcal/mol
F_max ... 16.551 eV Å⁻¹
Charge ... +2

```
20
H11Na3O6 | the OMol25 dataset | the ωB97M-V functional and the def2-TZVPD basis
Na -0.002 14.729 11.186
Na 2.187 15.747 10.464
Na 1.986 14.109 12.303
O 1.161 15.512 11.854
H 1.234 16.330 12.383
O 0.320 13.918 13.132
H -0.495 14.092 12.661
H 0.575 14.767 13.494
O 0.417 17.147 10.990
H 0.292 16.651 10.181
H 0.794 16.517 11.603
O 2.647 16.862 11.803
H 3.204 16.955 12.575
H 1.889 16.366 12.112
O 1.658 18.719 11.323
H 1.972 18.078 11.960
H 0.998 18.249 10.814
O -0.585 16.399 12.931
H 0.317 16.305 12.623
H -1.036 15.625 12.592
```

(4)
DFT (the ωB97M-V functional and the def2-TZVPD basis) results for 2 unconnected molecules or ions with the total composition C21H28BNO4 at a distorted geometry.

Highest occupied orbital energy ... -5.37 eV
ΔE to the lowest compared entry with this formula, charge and spin ... 0.0 kcal/mol
F_max ... 4.848 eV Å⁻¹
Charge ... 0

```
55
C21H28BNO4 | the OMol25 dataset | the ωB97M-V functional and the def2-TZVPD basis
C -1.149 -6.864 -3.422
C -0.104 -5.902 -3.107
C 1.110 -5.683 -3.748
C 1.737 -4.655 -3.008
C 0.878 -4.307 -1.972
B 1.168 -3.359 -0.707
O 1.148 -4.332 0.410
C 1.490 -3.594 1.536
C 1.799 -2.126 1.080
C 2.198 -1.304 2.215
C 0.485 -1.524 0.422
O 0.132 -2.321 -0.676
C 2.935 -2.078 0.024
O 2.539 -2.867 -1.045
O -0.250 -5.074 -2.036
H -0.827 -7.379 -4.342
H -1.276 -7.631 -2.637
H -2.123 -6.381 -3.619
H 1.477 -6.212 -4.617
H 2.703 -4.202 -3.176
H 0.658 -3.563 2.273
H 2.389 -3.980 2.059
H 2.397 -0.322 1.805
H 1.288 -1.375 2.828
H 3.059 -1.649 2.775
H -0.338 -1.491 1.168
H 0.678 -0.480 0.096
H 3.071 -1.017 -0.282
H 3.872 -2.419 0.509
C -2.856 -0.305 6.266
N -2.152 0.518 5.291
C -2.702 1.854 5.079
C -1.069 0.070 4.687
C -0.319 0.834 3.778
C 1.005 0.512 3.495
C 1.979 1.541 3.131
C 3.342 1.349 3.446
C 4.302 2.281 3.072
C 3.901 3.454 2.395
C 2.536 3.673 2.115
C 1.578 2.728 2.478
H -3.827 0.156 6.455
H -2.979 -1.320 5.869
H -2.292 -0.365 7.213
H -3.683 1.861 5.554
H -2.088 2.641 5.554
H -2.806 2.087 4.012
H -0.719 -0.922 5.027
H -0.751 1.734 3.341
H 1.439 -0.337 4.063
H 3.629 0.491 4.058
H 5.345 2.131 3.345
H 4.650 4.200 2.111
H 2.219 4.611 1.649
H 0.521 2.939 2.316
```

(5)
DFT (the ωB97M-V functional and the def2-TZVPD basis) results for a gas-phase ion, C5H12N4O (charge +2) at a distorted geometry.

Highest occupied orbital energy ... -17.98 eV
ΔE to the lowest compared entry with this formula, charge and spin ... 56.3 kcal/mol
F_max ... 4.277 eV Å⁻¹
SMILES string ... CN1CN[C@@H]2[NH2+][C@]2(O)C1=[NH2+]
Charge ... +2

```
22
C5H12N4O | the OMol25 dataset | the ωB97M-V functional and the def2-TZVPD basis
C 0.163 0.936 0.052
C -1.347 0.448 0.088
C 0.801 -1.446 -0.234
C -1.546 -1.092 0.228
C 2.491 0.400 0.131
N 1.087 0.016 0.035
N -1.715 -0.363 -1.071
N 0.213 2.207 0.192
N -0.456 -1.913 0.318
O -2.262 1.278 0.545
H 0.665 -1.617 -1.265
H 1.707 -1.958 0.040
H -2.501 -1.354 0.738
H 2.596 1.470 0.112
H 3.054 0.015 1.059
H 2.964 -0.137 -0.624
H -2.529 -0.163 -1.524
H -0.952 -0.604 -1.729
H -0.615 2.808 0.192
H 1.137 2.688 0.353
H -0.353 -2.774 0.895
H -2.603 1.154 1.469
```

(6)
DFT (the ωB97M-V functional and the def2-TZVPD basis) results for a gas-phase ion, C5H7Cl2N3P (charge +1) at a distorted geometry.

Expectation value of S² ... 2.045
Highest occupied orbital energy (spin up / spin down) ... -11.02 / -14.00 eV
F_max ... 7.747 eV Å⁻¹
Charge ... +1
2S+1 ... 3

```
18
C5H7Cl2N3P | the OMol25 dataset | the ωB97M-V functional and the def2-TZVPD basis
C -1.860 -0.117 -1.010
C -1.285 1.127 -0.882
C -1.151 -1.093 -0.315
C 0.630 0.364 0.256
C 0.560 2.627 -0.155
N 0.084 -0.920 0.098
N -0.143 1.350 -0.169
N 2.593 -1.707 0.842
P 1.125 -2.214 0.810
Cl 0.699 -3.619 -0.595
Cl 0.122 -2.738 2.436
H -2.797 -0.182 -1.611
H -1.862 1.984 -1.261
H -1.785 -2.004 0.071
H 0.250 2.945 0.863
H 1.652 2.656 -0.249
H 0.047 3.364 -0.864
H 3.122 -1.823 1.736
```

Q: The highest F_max belongs to which entry?
A: H11Na3O6